Below is C29H51Cl3EuN13O4S as an isolated structure in a non-equilibrium geometry, with properties calculated with wB97M-V/def2-TZVPD.

The geometry in XYZ format:
```
102
C29H51Cl3EuN13O4S wB97M-V/def2-TZVPD
Eu 0.236 0.201 0.202
Cl -1.075 -2.470 5.717
Cl 1.608 -1.491 5.246
Cl -0.656 0.255 4.876
S 3.673 -2.022 0.327
O -2.205 -0.205 0.271
O 4.620 -0.928 -0.060
O 0.174 -3.117 3.061
O -0.296 -1.048 2.327
N 2.224 0.506 -1.620
N 2.115 2.518 0.427
N -0.247 1.572 -4.101
N -2.816 -0.906 1.199
N -2.244 -1.846 -3.412
N -2.275 2.623 -0.547
N -3.775 -1.202 -4.989
N -0.981 2.368 -1.104
N 0.139 -2.191 -0.735
N -1.982 0.177 -4.628
N 2.089 0.389 2.348
N -0.516 -0.346 -2.829
N -0.478 2.194 1.822
C -0.707 -2.537 -1.710
C 0.019 -4.436 0.089
C 2.479 2.890 -0.942
C -2.848 -2.246 1.116
C -3.468 2.954 -2.711
C 3.036 1.722 -1.755
C -3.142 3.526 -1.328
C 4.281 -4.637 -0.027
C -0.926 0.412 -3.868
C -1.196 -3.818 -1.862
C -3.429 -2.993 2.116
C 3.100 1.448 2.476
C 4.382 -2.954 1.709
C -4.423 3.657 -0.511
C -3.367 -0.265 2.245
C -0.083 -1.428 4.693
C 1.437 3.630 1.104
C 5.146 -4.140 1.122
C -1.187 -1.488 -2.715
C -3.962 -0.973 3.265
C 0.459 3.247 2.221
C 3.341 2.097 1.128
C -0.807 -4.798 -0.948
C -2.461 4.884 -1.458
C 3.931 -3.386 -0.839
C -2.643 -0.942 -4.331
C -0.114 -1.930 3.198
C 0.466 -3.116 0.162
C -3.992 -2.357 3.210
H 1.589 3.291 -1.436
H -1.043 2.267 -2.115
H 4.051 1.485 -1.441
H -2.384 -2.654 0.233
H 5.332 -4.911 1.869
H -4.210 4.079 0.471
H 2.526 -0.522 2.427
H -2.709 1.707 -0.455
H 0.728 1.592 -3.847
H -4.378 -0.430 4.101
H 3.845 1.355 0.510
H -1.171 -5.812 -1.053
H 2.779 2.178 3.217
H 3.116 2.052 -2.797
H 4.055 1.060 2.839
H 6.113 -3.797 0.748
H 0.993 2.912 3.107
H -2.568 2.772 -3.303
H 4.785 -5.382 -0.643
H 3.228 3.699 -0.958
H -1.871 -4.039 -2.673
H -4.233 -2.084 -4.844
H 0.315 -5.125 0.867
H 3.040 -3.493 -1.457
H 4.024 2.956 1.239
H -3.276 0.810 2.207
H 1.096 -2.812 0.982
H -2.099 5.225 -0.486
H -4.018 2.014 -2.622
H -4.085 3.649 -3.282
H -0.463 2.014 -4.982
H -5.142 4.301 -1.018
H 2.171 4.339 1.517
H -3.416 -4.070 2.030
H -3.167 5.625 -1.833
H 3.551 -3.283 2.339
H -4.057 -0.604 -5.745
H 4.993 -2.240 2.258
H 3.367 -5.097 0.358
H -4.896 2.681 -0.371
H -0.849 1.723 2.641
H -0.055 4.170 2.515
H 0.884 4.196 0.348
H -1.622 4.859 -2.157
H -4.435 -2.930 4.011
H -1.270 2.578 1.308
H 2.835 -0.302 -1.620
H 4.769 -3.043 -1.446
H 1.571 0.369 -2.379
H -0.418 3.196 -0.942
H 1.421 0.424 3.109
```

As for the energy relative to the best compared isomer or geometry (same formula, charge and spin): 7.0 kcal per mole. Its total charge is +1. Its HOMO-LUMO gap (spin up / spin down) is 5.978 / 8.857 eV. Its expectation value of S² is 15.76. Its HOMO energy (spin up / spin down) is -8.36 / -11.24 eV. As for the total energy: -4637.5054 Eh. The spin multiplicity is 8.

These are the Mulliken partial charges, in e, on atoms 1 to 8: atom 1 (Eu): 1.1861, atom 2 (Cl): -0.1317, atom 3 (Cl): -0.1436, atom 4 (Cl): -0.1382, atom 5 (S): 1.2615, atom 6 (O): -0.0099, atom 7 (O): -0.7642, atom 8 (O): -0.7181



Below is C29H51Cl7FFeO7 as an isolated structure in a non-equilibrium geometry, with properties calculated with wB97M-V/def2-TZVPD.

The geometry in XYZ format:
```
96
C29H51Cl7FFeO7 wB97M-V/def2-TZVPD
Fe -0.717 -0.094 -2.092
Cl 2.707 -4.471 -0.684
Cl 3.775 -2.571 3.228
Cl -1.992 -2.075 -1.954
Cl 0.237 1.901 -2.923
Cl 4.853 -0.938 1.175
Cl 0.253 -4.594 0.714
Cl 0.566 -0.395 -0.134
F -4.105 3.074 6.402
O 3.250 4.326 1.886
O -1.460 -0.319 -4.453
O 0.733 -1.188 -3.199
O -4.603 -4.401 2.760
O 5.666 -0.479 -4.194
O -2.331 0.912 -1.287
O -1.877 -0.733 3.944
C 5.375 1.910 -4.221
C -3.318 -1.271 -5.594
C 1.813 -3.227 -3.847
C -2.613 2.719 4.633
C -3.037 0.904 0.987
C -1.728 3.233 3.620
C -2.073 5.448 4.443
C -1.372 -0.027 -6.714
C -0.409 -0.152 5.843
C -2.893 1.507 -0.388
C 1.111 -5.234 -0.626
C -1.463 4.614 3.550
C 1.924 -1.094 -5.301
C 5.238 0.529 -3.638
C -3.512 -3.916 2.600
C -3.244 -2.957 1.464
C -3.045 4.962 5.314
C 2.731 3.299 1.537
C -0.736 -0.772 4.419
C 1.617 2.615 2.303
C -3.282 3.586 5.468
C 0.432 -1.440 3.681
C 4.372 0.351 -2.403
C 3.137 2.780 0.217
C 3.335 -1.654 1.775
C -2.020 -0.433 -5.502
C -3.315 2.951 -0.584
C -2.346 -4.204 3.529
C 1.424 -1.767 -4.062
H 2.467 3.172 -0.547
H -1.265 0.181 6.430
H 2.819 -3.434 -3.482
H -2.479 -5.144 4.065
H -2.203 -3.362 4.205
H -1.835 6.496 4.335
H -2.662 -3.402 0.657
H 0.166 -0.942 6.325
H -3.231 1.658 1.749
H 4.404 2.214 -4.614
H -2.881 3.410 -1.472
H -1.191 2.511 3.024
H -1.933 0.795 -7.160
H 3.079 1.701 0.077
H 0.241 0.701 5.649
H -0.345 0.322 -6.608
H -2.938 3.524 0.264
H 1.626 -0.046 -5.318
H 0.665 -2.372 4.197
H -3.770 0.107 0.858
H -3.472 5.616 6.061
H 4.166 3.116 0.092
H -2.715 -2.040 1.724
H 1.870 1.639 2.720
H 2.659 -0.825 1.984
H 4.736 -0.411 -1.713
H -2.102 0.429 1.288
H 5.719 2.676 -3.526
H -0.806 5.024 2.797
H -4.119 -2.594 0.924
H 0.575 -5.062 -1.559
H -1.463 -0.834 -7.441
H 2.999 -1.178 -5.460
H 1.462 -1.481 -6.210
H -3.460 -1.952 -4.754
H -4.230 -0.679 -5.666
H 0.102 -1.586 2.653
H 6.057 1.996 -5.067
H -3.298 -1.859 -6.511
H 0.754 2.434 1.664
H 4.334 1.230 -1.760
H 1.691 -3.681 -4.831
H -1.412 -4.299 2.975
H 3.384 0.130 -2.807
H 2.926 -2.289 0.989
H -4.386 3.143 -0.658
H 1.266 -6.300 -0.459
H 1.305 -0.791 3.619
H 1.236 -3.785 -3.110
H 1.178 3.260 3.063
H -2.752 1.648 4.651
```

Its HOMO-LUMO gap (spin up / spin down) is 9.418 / 7.269 eV. Its expectation value of S² is 8.76. Its HOMO energy (spin up / spin down) is -9.21 / -9.21 eV. As for the total energy: -6247.2448 Eh. The spin multiplicity is 6.

These are the Mulliken partial charges, in e, on atoms 1 to 8: atom 1 (Fe): 0.4953, atom 2 (Cl): -0.1525, atom 3 (Cl): -0.1735, atom 4 (Cl): -0.4581, atom 5 (Cl): -0.4718, atom 6 (Cl): -0.1967, atom 7 (Cl): -0.0503, atom 8 (Cl): -0.0919



Below is a 3-piece molecular cluster, C29H51N4O14P3S overall in a non-equilibrium geometry, with properties calculated with wB97M-V/def2-TZVPD.

The geometry in XYZ format:
```
102
C29H51N4O14P3S wB97M-V/def2-TZVPD
S 4.386 6.172 5.151
P -3.932 0.303 -1.242
P -4.883 -7.844 -2.036
P 5.903 5.199 4.354
O 4.882 1.878 -1.126
O -4.277 0.282 0.385
O 7.804 7.627 3.170
O -6.058 -7.846 -2.985
O 1.890 5.124 -0.543
O -5.314 0.731 -1.686
O 5.590 0.076 5.378
O -5.694 -7.788 -0.594
O 7.212 7.779 -1.332
O -4.479 -6.255 -2.173
O -3.205 1.779 -1.311
O -2.407 -0.287 -0.816
O -3.432 -8.006 -1.196
O 3.408 -0.502 5.597
N 8.068 7.546 0.803
N 3.473 3.417 -0.077
N 9.387 7.027 0.671
N 3.847 6.112 -2.388
C -2.231 -1.686 -0.626
C 5.665 5.227 2.511
C 4.712 4.340 1.855
C -4.532 3.758 -1.681
C 4.440 0.381 5.245
C 4.467 4.345 0.396
C -2.835 -2.517 -1.738
C -6.385 -9.845 0.481
C 3.103 2.580 -2.521
C -3.601 2.732 -2.296
C 7.518 7.203 2.092
C 7.143 7.235 -0.274
C -5.138 -1.736 1.412
C 2.145 3.993 -0.254
C 6.171 6.156 0.265
C 5.049 5.392 -1.946
C 5.221 5.304 -0.402
C 6.432 6.161 1.707
C -5.452 -0.350 0.880
C -3.139 -10.357 -1.828
C -4.733 -5.548 -3.385
C -3.023 -9.296 -0.753
C 4.002 1.766 4.706
C 3.908 2.584 -1.164
C 4.727 2.159 3.344
C 3.895 3.362 2.738
C -6.804 -8.642 -0.343
C -5.992 -4.715 -3.241
C 0.936 3.022 0.026
H 0.615 3.266 1.078
H 3.593 -0.776 6.514
H -1.978 -9.208 -0.448
H -5.828 -9.536 1.367
H 3.726 7.006 -1.920
H 10.018 7.835 0.753
H -4.798 -6.228 -4.235
H -4.898 4.454 -2.440
H 2.248 1.867 -2.445
H 4.244 2.584 5.438
H 7.071 5.938 4.708
H 3.779 6.179 -3.398
H -2.621 -3.576 -1.586
H -2.696 3.228 -2.654
H 2.747 3.609 -2.796
H 5.880 3.897 4.916
H -4.182 -10.502 -2.134
H 9.585 6.497 1.531
H -2.630 -1.976 0.348
H -4.865 -2.410 0.596
H 0.088 3.177 -0.674
H -4.059 2.242 -3.157
H -6.844 -5.322 -2.933
H 5.786 2.460 3.503
H -7.285 -8.972 -1.265
H 2.904 1.781 4.489
H 5.937 5.987 -2.315
H -7.537 -8.056 0.216
H 1.303 1.964 0.070
H -3.588 -9.571 0.141
H -5.856 -3.951 -2.471
H -4.009 4.329 -0.910
H -4.300 -1.706 2.111
H 3.756 2.248 -3.369
H 3.459 3.982 3.576
H -3.923 -2.392 -1.784
H -6.240 -4.220 -4.182
H -2.756 -11.313 -1.467
H -1.154 -1.867 -0.589
H -6.006 -2.160 1.921
H 3.012 2.910 2.221
H -2.577 -10.065 -2.718
H -5.831 0.274 1.693
H -7.257 -10.421 0.795
H -3.879 -4.889 -3.567
H 4.652 1.319 2.605
H -5.738 -10.506 -0.103
H -2.433 -2.211 -2.708
H -5.389 3.288 -1.199
H -6.235 -0.412 0.123
H 5.151 4.396 -2.457
```

Its HOMO-LUMO gap is 7.327 eV. The SMILES is CC(=O)N(C(C)=O)c1c(CCCC(=O)O)c([PH2]=S)c2c(c1CN)C(=O)N(N)C2=O.CCOP(=O)(OCC)OCC.CCOP(=O)(OCC)OCC. Its HOMO energy is -8.52 eV. As for the total energy: -3830.1648 Eh.

These are the Mulliken partial charges, in e, on atoms 1 to 8: atom 1 (S): -0.4315, atom 2 (P): 1.0438, atom 3 (P): 1.0548, atom 4 (P): 0.3192, atom 5 (O): -0.5644, atom 6 (O): -0.3404, atom 7 (O): -0.5004, atom 8 (O): -0.7612